{
  "formula": "C36H29F3N6O2PtSSb",
  "method": "the ωB97M-V functional and the def2-TZVPD basis",
  "symbols": ["Pt", "C", "C", "C", "C", "C", "C", "C", "S", "O", "O", "N", "C", "C", "C", "C", "C", "N", "H", "H", "H", "H", "H", "H", "H", "H", "H", "H", "H", "N", "C", "C", "N", "C", "C", "N", "C", "C", "N", "H", "H", "H", "H", "H", "H", "F", "C", "C", "C", "C", "C", "C", "Sb", "C", "C", "C", "C", "F", "C", "C", "C", "C", "C", "C", "F", "C", "C", "H", "H", "H", "H", "H", "H", "H", "H", "H", "H", "H", "H"],
  "coordinates": [[0.213, 0.234, 1.794], [-1.231, -4.755, -3.434], [-1.347, -4.117, -2.079], [-2.596, -3.861, -1.517], [-2.706, -3.300, -0.255], [-1.552, -2.994, 0.448], [-0.297, -3.237, -0.088], [-0.201, -3.800, -1.350], [-1.700, -2.077, 1.951], [-2.914, -2.393, 2.645], [-0.459, -2.201, 2.691], [-1.753, -0.560, 1.302], [-2.490, 0.500, 1.807], [-3.859, 0.529, 2.086], [-4.413, 1.728, 2.489], [-3.610, 2.859, 2.619], [-2.263, 2.742, 2.340], [-1.723, 1.592, 1.933], [-2.184, -4.740, -3.960], [-0.921, -5.797, -3.329], [-0.481, -4.250, -4.044], [-3.493, -4.098, -2.076], [-3.670, -3.097, 0.195], [0.586, -3.005, 0.495], [0.771, -4.000, -1.785], [-4.437, -0.381, 1.998], [-5.473, 1.789, 2.699], [-4.030, 3.808, 2.919], [-1.587, 3.584, 2.435], [1.304, -0.189, 5.865], [-0.008, -0.043, 6.241], [-0.673, 0.381, 5.127], [0.212, 0.499, 4.098], [1.392, 0.141, 4.557], [2.516, 0.084, 3.656], [2.323, 0.175, 2.351], [3.545, 0.054, 1.754], [4.495, -0.108, 2.716], [3.829, -0.088, 3.916], [2.040, -0.545, 6.450], [-0.345, -0.235, 7.244], [-1.718, 0.607, 4.996], [3.661, 0.105, 0.686], [5.559, -0.248, 2.645], [4.263, -0.151, 4.820], [-3.717, 4.160, -3.281], [-2.810, 3.311, -2.782], [-1.478, 3.486, -3.113], [-0.541, 2.615, -2.583], [-0.942, 1.588, -1.735], [-2.290, 1.424, -1.431], [-3.238, 2.290, -1.955], [0.517, 0.280, -0.892], [2.069, 1.772, -0.807], [3.200, 1.783, -1.615], [4.171, 2.765, -1.464], [3.985, 3.736, -0.501], [4.925, 4.674, -0.332], [2.851, 3.777, 0.291], [1.897, 2.785, 0.137], [0.997, -0.798, -2.685], [2.184, -1.516, -2.787], [2.453, -2.261, -3.924], [1.508, -2.289, -4.934], [1.759, -3.013, -6.028], [0.312, -1.600, -4.846], [0.055, -0.856, -3.706], [-1.190, 4.295, -3.771], [0.507, 2.745, -2.826], [-2.600, 0.620, -0.774], [-4.291, 2.183, -1.732], [3.335, 1.016, -2.368], [5.058, 2.786, -2.084], [2.723, 4.578, 1.008], [1.012, 2.804, 0.761], [2.904, -1.496, -1.976], [3.374, -2.818, -4.036], [-0.397, -1.652, -5.661], [-0.878, -0.314, -3.618]],
  "forces_ev_per_a": [[2.30, -1.45, -1.70], [0.05, -0.04, 0.05], [-0.01, 0.01, -0.02], [0.04, 0.02, 0.05], [-0.03, -0.01, 0.02], [-0.08, 0.19, 0.14], [0.12, -0.09, 0.06], [-0.12, -0.04, -0.02], [0.15, 0.09, 0.22], [-0.32, 0.02, -0.23], [-0.31, -0.34, -0.20], [1.11, 0.43, 0.76], [-0.66, 0.47, 0.26], [0.12, -0.25, -0.05], [0.09, 0.05, -0.01], [-0.10, 0.08, 0.00], [-0.25, -0.11, -0.13], [-0.78, 0.54, 0.26], [0.01, 0.00, -0.04], [-0.02, 0.00, -0.04], [-0.04, -0.02, 0.00], [0.00, -0.03, 0.01], [-0.02, -0.02, -0.06], [-0.01, 0.02, -0.01], [0.02, 0.00, 0.04], [-0.05, 0.05, -0.01], [0.00, -0.02, 0.02], [0.03, -0.01, 0.04], [-0.01, -0.01, -0.01], [0.17, 0.02, -0.16], [-0.21, 0.16, -0.09], [-0.14, 0.02, 0.15], [-0.03, -0.57, -0.96], [-0.21, 0.06, 0.34], [0.32, -0.13, -0.18], [-1.19, 0.54, 0.16], [0.11, 0.04, -0.12], [-0.03, -0.06, -0.18], [-0.09, 0.00, 0.02], [0.00, 0.03, 0.03], [0.02, -0.03, -0.02], [0.01, -0.04, 0.04], [0.03, 0.04, 0.01], [-0.01, 0.04, 0.04], [-0.01, -0.02, 0.03], [-0.02, 0.02, -0.03], [0.09, -0.09, 0.05], [-0.01, 0.08, -0.06], [0.02, -0.07, 0.05], [-0.02, -0.42, 0.29], [0.03, -0.05, 0.04], [-0.08, 0.01, -0.01], [0.21, 1.31, 0.73], [-0.13, -0.29, -0.17], [-0.06, -0.16, 0.01], [0.10, -0.02, -0.07], [-0.10, -0.03, -0.01], [0.01, 0.03, -0.02], [-0.01, 0.04, 0.04], [0.07, -0.01, -0.08], [-0.07, -0.21, 0.76], [-0.04, 0.07, 0.06], [0.11, -0.04, -0.03], [-0.05, 0.12, 0.12], [0.00, -0.04, -0.05], [0.05, -0.03, -0.09], [-0.05, 0.12, 0.08], [-0.02, 0.00, 0.01], [0.00, 0.05, -0.02], [-0.05, 0.04, -0.07], [0.01, 0.02, 0.01], [0.03, 0.06, -0.03], [0.00, 0.00, 0.02], [0.04, -0.01, 0.00], [-0.06, -0.01, 0.05], [0.04, -0.06, -0.05], [-0.01, 0.00, 0.00], [0.00, -0.01, 0.01], [0.00, -0.02, -0.04]],
  "multiplicity": 1,
  "total_charge": 1,
  "fmax_ev_per_a": 3.2,
  "lumo_ev": -3.45,
  "orbital_gap_ev": 6.77,
  "de_lowest_kcal_mol": 45.6
}